DFT (the ωB97M-V functional and the def2-TZVPD basis) results for a structure of composition C33H53Br12N4O8 in a non-equilibrium geometry.

Cartesian coordinates (Å):
C 2.5383 6.4822 1.9803
C 1.4381 5.2919 1.9902
O 0.7873 4.9422 2.9958
O 1.2489 4.6182 0.7462
C 0.2995 5.3228 -0.1083
C -1.0073 4.3534 -0.2123
C -0.5532 3.0957 -1.0933
C -1.5669 1.8262 -0.9588
C -1.2206 0.8308 -2.1659
C -1.0106 -0.7053 -1.7911
N 0.2464 -1.0571 -1.0544
C 1.5087 -0.5461 -1.7360
C 1.8309 -1.2897 -3.1201
C 2.2997 -0.1290 -4.1648
C 2.5975 -0.6776 -5.6390
C 1.1934 -0.7941 -6.4224
N 1.4187 -1.5438 -7.7007
C 2.8291 -0.7570 -0.7953
O 3.1011 0.5572 -0.1907
N 2.6027 -1.8298 0.1926
C 3.8389 -2.3678 0.7996
O 5.0343 -1.5418 0.5886
C 6.1528 -2.3230 0.1900
C 7.0126 -1.7546 -1.0541
O 6.5443 -3.3741 0.7419
C 1.5739 -1.3977 1.1700
O 1.2573 -2.4773 2.0805
C 1.5787 -2.1588 3.4296
O 2.3944 -2.9250 4.0115
C 0.9708 -0.9725 4.2870
C -0.3371 -1.3099 5.1005
C -1.1084 -0.2863 5.9668
C -0.5518 1.1538 6.0485
C 0.7587 1.4819 5.2732
C 1.5362 0.4710 4.3891
C 0.2549 -0.7960 0.4170
C -1.0386 -1.2484 1.2313
C -1.6360 -2.6930 0.8844
O -2.9871 -2.7065 0.3688
C -1.6704 -3.7123 2.1579
N -2.4444 -3.1839 3.3169
H 2.2324 7.1596 1.1046
H 3.5265 5.9658 1.6847
H 2.5855 7.0138 2.9835
H 0.0210 6.3663 0.2549
H 0.7474 5.3185 -1.1749
H -1.8158 4.9401 -0.7890
H -1.3747 4.0203 0.8292
H 0.4734 2.6857 -0.7423
H -0.3835 3.3850 -2.1982
H -2.6562 2.1753 -1.0810
H -1.4330 1.4101 0.0912
H -0.3594 1.2957 -2.7837
H -2.1314 0.8575 -2.8919
H -1.9790 -1.0792 -1.3244
H -0.9436 -1.2646 -2.8041
H 0.3383 -2.0974 -1.1479
H 1.4873 0.5715 -1.9450
H 0.9719 -1.8918 -3.5661
H 2.7265 -2.0203 -3.0614
H 3.1710 0.4585 -3.6913
H 1.4150 0.6168 -4.1887
H 3.2362 -1.6212 -5.6769
H 3.1952 0.1537 -6.1797
H 0.4432 -1.2916 -5.7165
H 0.7921 0.2593 -6.6761
H 2.3247 -2.0466 -7.6118
H 0.7009 -2.2866 -7.7131
H 3.7157 -0.9400 -1.5031
H 4.0728 0.7036 -0.2562
H 3.7963 -2.6046 1.9115
H 4.0632 -3.3730 0.2716
H 6.3044 -1.1806 -1.7522
H 7.5040 -2.5817 -1.6601
H 7.7573 -0.9888 -0.6381
H 2.0040 -0.5493 1.8318
H -0.7490 -2.3716 5.0464
H -2.0725 -0.6451 6.4819
H -1.1356 1.9060 6.6714
H 1.1475 2.5511 5.3302
H 2.4802 0.7151 3.8021
H 0.3666 0.3491 0.5434
H -1.8722 -0.4800 0.9875
H -0.9132 -1.1670 2.3775
H -0.9770 -3.2241 0.1022
H -3.3261 -1.8087 0.1704
H -2.2740 -4.6190 1.7644
H -0.6426 -4.1255 2.4242
H -2.5682 -2.1630 3.2882
H -3.4154 -3.5537 3.3196
C -6.1322 0.9290 -1.1875
Br -5.7969 0.9685 -3.0995
Br -7.6362 -0.2116 -0.7467
Br -4.5476 0.4448 -0.1780
H -6.4017 1.9415 -0.8903
C 2.1706 -2.3900 8.4949
Br 1.4442 -4.1200 8.9881
Br 4.1063 -2.4315 8.3626
Br 1.3495 -1.6984 6.8725
H 1.9215 -1.6993 9.2995
C -11.0033 -2.9054 -1.9349
Br -9.1166 -3.3494 -1.8564
Br -11.4296 -1.3776 -0.8182
Br -11.6091 -2.6564 -3.7599
H -11.5482 -3.7572 -1.5315
C -2.8572 3.9513 -4.6374
Br -1.0122 4.5399 -4.5294
Br -2.9993 2.0166 -4.7095
Br -3.9392 4.6995 -3.2125
H -3.2566 4.3338 -5.5754

Charge = +1
Energy relative to the best compared isomer or geometry (same formula, charge and spin) = 0.000 eV
E_tot = -32997.6899 Ha